Record 1
DFT (ωB97M-V with the def2-TZVPD basis set) results for a structure of composition C6H9BrN2O6PV at a distorted geometry.

The geometry in XYZ format:
```
26
Properties=species:S:1:pos:R:3:nbo_charge:R:1
O 4.139 1.734 -0.591 -0.489
C 3.344 1.411 -1.516 0.826
N 2.252 1.032 -2.151 -0.386
N 1.967 -0.328 -1.879 -0.433
C 0.573 -0.448 -1.271 -0.285
C 0.698 -0.130 0.297 -0.431
C -0.692 0.197 1.032 -0.463
C -0.366 1.313 2.177 -0.442
Br -1.243 3.081 1.745 0.009
P -0.014 -2.214 -1.671 1.450
O -1.324 -2.610 -0.943 -1.086
C -0.362 0.563 -2.096 0.740
O -0.752 0.171 -3.262 -0.515
O -0.759 1.834 -1.690 -0.454
H 2.636 -0.644 -1.151 0.348
H 1.517 0.673 0.460 0.240
H 1.122 -1.086 0.809 0.226
H -1.108 -0.725 1.617 0.207
H -1.532 0.565 0.347 0.264
H -0.725 0.966 3.223 0.244
H 0.761 1.520 2.291 0.229
H -0.121 -2.417 -3.106 -0.001
H 1.040 -3.086 -1.194 -0.065
O -2.465 -0.693 4.056 -0.838
V -3.680 -0.456 2.837 1.875
O -4.906 -0.223 1.632 -0.773
```

Properties
- electronic energy (a.u.) = -4653.8730
- E_HOMO (eV) = -8.992
- gap between HOMO and LUMO (eV) = 2.4

***

Record 2
DFT (ωB97M-V with the def2-TZVPD basis set) results for a structure of composition C6H9Cl2IrNdO3P at a distorted geometry.

The geometry in XYZ format:
```
23
Properties=species:S:1:pos:R:3:mulliken_spin:R:1
Nd 0.031 0.274 -3.154 3.061
Ir 0.749 0.599 -0.390 2.076
Cl -0.558 -1.387 -1.275 0.093
Cl -0.490 2.487 -1.883 0.321
C 1.742 2.028 0.205 0.080
C 0.783 -1.545 -4.607 0.001
C 0.877 1.481 -5.095 0.001
O 2.348 2.981 0.644 0.060
O 1.086 -2.488 -5.185 0.004
O 1.231 2.171 -5.938 0.002
C -1.639 -1.509 2.195 0.214
P -0.462 -0.409 1.288 0.559
C -1.187 1.159 1.859 0.171
C 1.059 -1.152 1.974 0.173
H -2.678 -1.276 1.924 0.021
H -1.503 -1.313 3.273 0.017
H -1.423 -2.568 2.000 0.021
H -1.443 1.045 2.912 0.046
H -0.453 1.950 1.696 0.026
H -2.091 1.350 1.271 -0.002
H 0.897 -1.338 3.036 0.036
H 1.253 -2.095 1.455 0.000
H 1.873 -0.446 1.793 0.020
```

Properties
- multiplicity = 8
- electronic energy (a.u.) = -2385.2694
- E_HOMO (spin up / spin down) (eV) = -23.748 / -26.263
- expectation value of S² = 15.77
- gap between HOMO and LUMO (spin up / spin down) (eV) = 7.4 / 5.8
- net charge = +4

***

Record 3
DFT (ωB97M-V with the def2-TZVPD basis set) results for a cluster of 2 separate species, C6H9Cl3N in total at a distorted geometry.

The geometry in XYZ format:
```
19
Properties=species:S:1:pos:R:3:nbo_charge:R:1
C 1.493 -0.060 0.086 0.304
C -1.335 -1.916 0.087 -0.640
C -0.953 1.955 -0.154 -0.600
C -1.850 -0.513 -0.320 -0.365
C -0.925 0.567 0.476 -0.073
C 3.826 -0.056 -0.066 -0.086
N 0.433 0.192 0.442 -0.376
Cl 3.924 -0.401 -1.702 0.289
Cl 4.022 -1.307 1.027 0.281
Cl 4.059 1.541 0.517 0.256
H -1.239 -2.055 1.111 0.210
H -0.428 -2.405 -0.446 0.224
H -2.272 -2.465 -0.178 0.237
H -0.052 2.440 0.090 0.215
H -1.180 1.969 -1.151 0.225
H -1.848 2.501 0.219 0.233
H -1.789 -0.463 -1.478 0.223
H -2.774 -0.175 -0.036 0.221
H -1.111 0.651 1.477 0.222
```

Properties
- electronic energy (a.u.) = -1668.9378
- E_HOMO (eV) = -14.094
- gap between HOMO and LUMO (eV) = 7.7
- net charge = +1

***

Record 4
DFT (ωB97M-V with the def2-TZVPD basis set) results for the molecule C6H9ClINOS at a distorted geometry.

The geometry in XYZ format:
```
20
Properties=species:S:1:pos:R:3:nbo_charge:R:1
C 0.022 -0.814 -0.403 0.387
C 1.385 -4.426 -1.000 -0.800
C 0.075 2.523 0.655 -0.402
C -0.272 1.758 -0.687 -0.451
C -1.075 3.369 1.267 -0.427
C -0.735 0.328 -0.560 -0.296
N 0.508 -1.913 -0.621 -0.645
O 0.388 -3.687 1.302 -0.915
S 1.391 -3.158 0.380 1.402
Cl -0.542 4.022 2.748 -0.012
I -2.886 0.085 -0.284 0.119
H 0.451 -4.789 -1.280 0.242
H 1.990 -5.123 -0.460 0.226
H 1.679 -3.931 -2.044 0.249
H 0.855 3.137 0.315 0.210
H 0.402 1.922 1.465 0.219
H 0.673 1.537 -1.221 0.223
H -0.881 2.225 -1.449 0.235
H -2.087 2.777 1.370 0.226
H -1.339 4.158 0.507 0.209
```

Properties
- electronic energy (a.u.) = -1519.9511
- E_HOMO (eV) = -8.146
- gap between HOMO and LUMO (eV) = 7.8

***

Record 5
DFT (ωB97M-V with the def2-TZVPD basis set) results for the molecule C6H9ClN2 at a distorted geometry.

The geometry in XYZ format:
```
18
Properties=species:S:1:pos:R:3:nbo_charge:R:1
C -0.958 2.048 -1.310 -0.371
C -1.678 1.412 -0.409 -0.213
C -1.009 0.275 0.365 0.189
C 0.455 0.218 0.245 0.224
C -1.217 -1.776 1.463 -0.446
C 2.503 -0.418 -0.791 -0.444
N -1.734 -0.609 0.920 -0.379
N 1.064 -0.276 -0.708 -0.403
Cl 1.077 0.862 1.738 -0.036
H -1.390 2.685 -2.126 0.215
H 0.047 1.670 -1.414 0.203
H -2.748 1.419 -0.198 0.229
H -1.610 -1.954 2.475 0.221
H -0.068 -1.867 1.391 0.163
H -1.410 -2.532 0.672 0.223
H 2.775 -1.315 -1.307 0.219
H 3.026 -0.297 0.300 0.189
H 2.877 0.454 -1.306 0.216
```

Properties
- SMILES = C=CC(=N/C)/C(Cl)=N/C
- electronic energy (a.u.) = -803.6373
- E_HOMO (eV) = -9.452
- gap between HOMO and LUMO (eV) = 10.2

***

Record 6
DFT (ωB97M-V with the def2-TZVPD basis set) results for the molecule C6H9ClN2 at a distorted geometry.

The geometry in XYZ format:
```
18
Properties=species:S:1:pos:R:3:nbo_charge:R:1
C 0.129 -1.866 -0.132 0.151
C -0.495 0.848 -0.559 0.296
C 1.212 -0.890 -0.489 -0.487
C 0.802 0.525 0.021 -0.287
C -1.583 -0.293 -0.628 -0.158
C 0.722 0.648 1.549 -0.604
N -1.082 -1.629 -0.407 -0.411
N -0.850 2.016 -0.885 -0.608
Cl -2.826 -0.011 0.568 0.001
H 0.512 -2.843 0.077 0.186
H 2.070 -1.154 0.000 0.216
H 1.339 -0.684 -1.545 0.238
H 1.497 1.448 -0.179 0.243
H -1.994 -0.192 -1.697 0.229
H 0.011 1.431 1.687 0.236
H 1.681 1.002 1.958 0.213
H 0.649 -0.429 1.942 0.207
H -1.794 2.075 -1.282 0.339
```

Properties
- SMILES = [H]/N=C1\[C@H](Cl)N=CC[C@@H]1C
- electronic energy (a.u.) = -803.6588
- E_HOMO (eV) = -9.190
- gap between HOMO and LUMO (eV) = 9.8

***

Record 7
DFT (ωB97M-V with the def2-TZVPD basis set) results for the molecule C6H9ClN2O2 at a distorted geometry.

The geometry in XYZ format:
```
20
Properties=species:S:1:pos:R:3:nbo_charge:R:1
C -1.622 -0.569 -0.018 0.688
C 2.141 -0.512 -0.896 -0.421
C 2.824 0.391 0.181 -0.287
C 0.851 -1.262 -0.532 -0.272
C -0.246 -0.354 -0.052 0.072
C -3.829 0.220 0.667 -0.242
N 0.440 0.921 0.442 -0.357
N 1.820 1.483 0.722 -0.162
O -2.027 -1.538 -0.593 -0.588
O -2.331 0.387 0.558 -0.518
Cl 1.249 -2.434 0.652 -0.021
H 2.100 0.168 -1.772 0.223
H 2.862 -1.323 -1.090 0.229
H 3.110 -0.182 1.086 0.210
H 3.686 0.837 -0.274 0.210
H 0.606 -1.828 -1.361 0.242
H -3.993 -0.860 1.027 0.202
H -4.176 0.271 -0.291 0.193
H -4.205 0.917 1.369 0.203
H -0.028 1.708 0.690 0.396
```

Properties
- electronic energy (a.u.) = -954.0551
- E_HOMO (spin up / spin down) (eV) = -8.832 / -8.307
- gap between HOMO and LUMO (spin up / spin down) (eV) = 8.2 / 8.3

***

Record 8
DFT (ωB97M-V with the def2-TZVPD basis set) results for a cluster of 2 separate species, C6H9ClN3O2 in total at a distorted geometry.

The geometry in XYZ format:
```
21
Properties=species:S:1:pos:R:3:nbo_charge:R:1
C 1.028 0.393 -1.350 0.192
C -1.186 1.976 1.001 0.833
C 0.171 0.310 2.214 0.534
C 1.076 -0.429 2.683 -0.566
C 0.278 -0.566 -2.134 -0.251
C 1.217 -1.808 -2.475 -0.614
N -0.776 0.861 1.692 -0.500
N 1.051 1.062 -0.412 0.187
N -1.072 3.208 1.503 -0.724
O -1.961 1.808 -0.060 -0.631
O 1.338 1.948 0.300 -0.399
Cl -1.183 -1.056 -1.122 -0.054
H 1.350 -1.393 2.239 0.289
H 1.844 -0.051 3.295 0.283
H -0.121 -0.017 -3.083 0.279
H 1.209 -2.028 -3.476 0.235
H 1.011 -2.852 -2.005 0.255
H 2.219 -1.442 -2.088 0.233
H -1.719 3.895 1.228 0.434
H -0.466 3.461 2.270 0.440
H -2.109 0.817 -0.354 0.544
```

Properties
- electronic energy (a.u.) = -1008.5423
- E_HOMO (eV) = -13.551
- gap between HOMO and LUMO (eV) = 10.0
- net charge = +1

***

Record 9
DFT (ωB97M-V with the def2-TZVPD basis set) results for the molecule C6H9ClO3Si at a distorted geometry.

The geometry in XYZ format:
```
20
Properties=species:S:1:pos:R:3:nbo_charge:R:1
C 0.395 1.847 0.922 0.364
C -0.277 2.469 -0.206 0.567
C 1.394 1.009 0.224 -0.479
C 0.879 -0.453 0.327 -0.372
C -0.241 -0.517 -0.700 -0.494
C -1.350 0.415 -0.504 -0.070
O 0.055 1.770 2.094 -0.575
O -0.382 3.166 -1.149 -0.472
O -2.111 0.581 -1.606 -0.703
Si -2.640 0.134 0.900 1.060
Cl -4.503 -0.283 0.134 -0.376
H 1.450 1.164 -0.952 0.215
H 2.391 1.232 0.529 0.250
H 1.570 -1.251 0.033 0.218
H 0.613 -0.571 1.330 0.225
H 0.170 -0.444 -1.656 0.202
H -0.540 -1.462 -0.542 0.230
H -1.686 0.528 -2.487 0.485
H -2.867 1.420 1.703 -0.122
H -2.200 -1.235 1.557 -0.154
```

Properties
- electronic energy (a.u.) = -1209.3305
- E_HOMO (spin up / spin down) (eV) = -7.833 / -7.833
- gap between HOMO and LUMO (spin up / spin down) (eV) = 7.9 / 7.9

***

Record 10
DFT (ωB97M-V with the def2-TZVPD basis set) results for the molecule C6H9ClO4 at a distorted geometry.

The geometry in XYZ format:
```
20
Properties=species:S:1:pos:R:3:nbo_charge:R:1
C 1.050 0.700 -0.115 0.552
C -1.423 0.406 1.266 0.429
C -1.123 -0.029 -0.084 -0.041
C 1.878 -0.340 -0.322 -0.123
C 3.240 -0.538 0.228 -0.650
C -2.485 0.101 -0.889 -0.071
O 1.322 1.566 0.855 -0.696
O -0.169 0.801 -0.653 -0.507
O -1.218 1.530 1.676 -0.550
O -3.138 -1.180 -0.792 -0.696
Cl 1.380 -1.459 -1.649 -0.076
H -1.909 -0.267 1.824 0.130
H -0.841 -1.105 -0.164 0.217
H 3.509 -1.540 0.402 0.227
H 3.299 -0.030 1.297 0.240
H 4.003 -0.078 -0.429 0.225
H -2.096 0.327 -1.847 0.204
H -3.146 0.782 -0.340 0.197
H 0.506 1.949 1.261 0.521
H -2.641 -1.597 -1.525 0.468
```

Properties
- SMILES = C/C(Cl)=C(\O)O[C@@H](C=O)CO
- electronic energy (a.u.) = -995.0932
- E_HOMO (eV) = -8.547
- gap between HOMO and LUMO (eV) = 8.8

***

Record 11
DFT (ωB97M-V with the def2-TZVPD basis set) results for a structure of composition C6H9CoO4P at a distorted geometry.

The geometry in XYZ format:
```
21
Properties=species:S:1:pos:R:3:mulliken_spin:R:1
O 0.001 2.226 -3.347 -0.016
C 0.001 1.600 -2.414 0.054
Co -0.002 0.094 -0.110 2.675
C 1.502 -0.752 -0.552 0.026
C -1.508 -0.756 -0.550 0.024
O 2.544 -1.225 -0.800 0.020
O -2.548 -1.221 -0.806 0.022
C -1.113 -0.528 3.190 0.007
P 0.211 0.627 2.791 0.002
C 0.171 2.023 3.922 0.008
C 1.802 -0.212 2.921 0.004
O 0.020 1.214 1.423 0.170
H -2.075 -0.032 3.076 0.000
H -1.076 -0.951 4.194 0.001
H -1.128 -1.357 2.489 0.001
H 0.301 1.785 4.974 0.001
H 0.941 2.742 3.652 0.000
H -0.770 2.558 3.824 0.000
H 1.865 -1.045 2.229 0.001
H 2.589 0.477 2.621 0.000
H 2.046 -0.581 3.916 0.001
```

Properties
- multiplicity = 4
- electronic energy (a.u.) = -2258.4563
- E_HOMO (spin up / spin down) (eV) = -19.613 / -19.679
- expectation value of S² = 3.76
- gap between HOMO and LUMO (spin up / spin down) (eV) = 10.0 / 7.8
- net charge = +2

***

Record 12
DFT (ωB97M-V with the def2-TZVPD basis set) results for a structure of composition C6H9CsO5 at a distorted geometry.

The geometry in XYZ format:
```
21
Properties=species:S:1:pos:R:3:mulliken_charge:R:1
O 2.139 4.782 -4.171 -0.309
C 2.756 3.516 -4.387 -0.449
O 3.424 3.258 -3.372 -0.453
H 1.772 5.114 -4.994 0.276
O -0.215 2.129 0.713 -0.496
C -0.976 1.272 1.124 -0.147
C -0.623 -0.164 1.316 -0.253
C -1.170 -0.991 0.135 -0.634
C -1.470 -2.431 0.504 -0.461
O -0.310 -3.077 1.040 -0.198
C -0.395 -3.568 2.247 -0.399
O 0.769 -4.132 2.488 -0.305
H -2.034 1.544 1.322 0.352
H -1.097 -0.497 2.253 0.309
H 0.464 -0.278 1.409 0.278
H -0.462 -0.940 -0.703 0.296
H -2.118 -0.566 -0.230 0.382
H -1.766 -2.998 -0.388 0.346
H -2.270 -2.491 1.253 0.469
H 0.746 -4.523 3.369 0.464
Cs 2.836 5.040 -0.931 0.932
```

Properties
- electronic energy (a.u.) = -630.2418
- E_HOMO (eV) = -5.787
- gap between HOMO and LUMO (eV) = 5.2

***

Record 13
DFT (ωB97M-V with the def2-TZVPD basis set) results for the molecule C6H9F at a distorted geometry.

The geometry in XYZ format:
```
16
Properties=species:S:1:pos:R:3:nbo_charge:R:1
C 0.147 0.321 1.625 0.027
C 1.012 -0.092 2.509 -0.394
C -0.592 1.256 0.761 -0.448
C -0.583 -0.257 0.404 -0.297
C -0.336 -1.049 -2.117 -0.661
C 0.423 -0.715 -0.764 0.225
F 0.939 -1.903 -0.281 -0.375
H 1.087 -1.133 2.592 0.213
H 1.581 0.598 3.134 0.204
H -1.414 1.805 1.160 0.238
H 0.203 1.842 0.128 0.213
H -1.505 -0.707 0.289 0.223
H -0.589 -2.154 -2.116 0.235
H 0.301 -0.857 -2.988 0.214
H -1.125 -0.252 -2.133 0.218
H 1.264 0.017 -1.008 0.166
```

Properties
- SMILES = C=C1C[C@H]1[C@H](C)F
- electronic energy (a.u.) = -333.7753
- E_HOMO (eV) = -9.769
- gap between HOMO and LUMO (eV) = 10.9